# 1
This record from OMol25 describes one molecule with the formula C22H30FN3O4S at a distorted geometry. The level of theory is the ωB97M-V functional and the def2-TZVPD basis.

```
61
Properties=species:S:1:pos:R:3
S -0.217 0.030 -1.184
F -1.836 -6.064 1.578
O -1.045 2.578 1.456
O -1.188 -4.207 -0.138
O 0.014 1.185 -2.004
O 0.959 -0.693 -0.751
N 2.453 4.093 0.161
N 0.853 1.359 1.239
N -2.470 -2.418 -0.318
C 3.368 6.245 -0.607
C -2.275 -3.548 0.306
C 4.933 6.366 -2.562
C 5.104 4.851 -2.516
C 3.564 4.727 -0.538
C 0.589 -3.845 -1.794
C -2.874 -5.303 1.974
C -3.108 -4.069 1.366
C -4.200 -3.318 1.810
C -1.169 0.485 0.295
C -4.761 -5.018 3.408
C 1.783 2.328 1.777
C 2.798 2.803 0.724
C -1.461 -2.329 -1.235
C -0.453 1.601 1.054
C 1.207 4.047 -0.584
C -1.290 -1.150 -2.096
C -3.686 -5.780 2.985
C -5.015 -3.788 2.819
C 4.621 6.910 -1.171
C -0.660 -3.437 -1.111
C 3.856 4.184 -1.946
H 3.774 2.906 1.206
H -1.257 -0.418 0.893
H -5.853 -3.195 3.150
H 1.347 -3.078 -1.638
H 4.113 6.616 -3.239
H 3.150 6.620 0.393
H 0.424 -3.957 -2.865
H -2.227 -0.637 -2.287
H 0.934 -4.789 -1.382
H 0.376 3.954 0.113
H 2.521 6.488 -1.250
H -3.467 -6.740 3.426
H 5.841 6.832 -2.950
H 5.467 6.717 -0.507
H 5.302 4.469 -3.521
H 1.261 0.557 0.776
H 1.208 3.176 2.153
H 5.966 4.603 -1.891
H 1.073 4.978 -1.127
H 3.006 4.386 -2.599
H -4.380 -2.366 1.338
H 4.475 7.992 -1.219
H -2.149 0.828 -0.022
H 2.881 2.014 -0.047
H -5.398 -5.385 4.197
H 2.313 1.859 2.612
H 3.999 3.102 -1.904
H 4.452 4.549 0.082
H 1.158 3.211 -1.294
H -0.768 -1.377 -3.021
```

For the energy above the lowest of the compared OMol25 structures with the same formula, charge and spin, the calculation gives 14.4 kcal/mol. Its net charge is 0. Its orbital gap is 8.17 eV. The electronic energy is -1819.6152 hartree.

# 2
This record from OMol25 describes a 2-piece molecular cluster, C5H12NS overall at a distorted geometry. The level of theory is the ωB97M-V functional and the def2-TZVPD basis.

```
19
Properties=species:S:1:pos:R:3
S 2.925 1.487 -0.686
N -0.965 -1.558 0.215
C -0.630 -0.345 0.361
C -0.946 1.744 -0.905
C -0.259 -2.777 0.330
C -1.505 0.778 0.132
C 2.387 0.908 0.684
H 3.029 1.048 1.540
H 0.747 -2.608 0.335
H -1.969 -1.720 0.054
H -0.023 1.998 -0.508
H 0.434 -0.022 0.340
H -1.440 1.448 1.115
H -2.526 0.610 -0.259
H -0.690 1.290 -1.892
H -1.571 2.577 -0.909
H 4.154 1.955 -0.647
H -0.589 -3.294 1.230
H -0.564 -3.521 -0.532
```

For the energy above the lowest of the compared OMol25 structures with the same formula, charge and spin, the calculation gives 98.8 kcal/mol. Its net charge is +1. Its orbital gap is 8.92 eV. The electronic energy is -650.2572 hartree.

# 3
This record from OMol25 describes one molecule with the formula C5H12N2 at a distorted geometry. The level of theory is the ωB97M-V functional and the def2-TZVPD basis.

```
19
Properties=species:S:1:pos:R:3
N 2.311 -1.956 -0.633
N 2.088 0.758 -0.752
C -2.309 1.016 1.375
C 0.803 -0.017 -0.604
C 1.010 -1.347 -0.663
C -0.552 0.750 -0.377
C -1.612 0.081 0.437
H 2.032 -2.889 -0.130
H -3.210 1.314 1.009
H -1.041 0.999 -1.289
H 2.268 1.741 -0.716
H -1.274 -0.872 0.971
H -2.220 0.555 2.365
H -0.109 1.727 -0.007
H -2.338 -0.466 -0.106
H 2.983 -1.517 -0.082
H -1.816 2.001 1.411
H 0.224 -2.138 -0.986
H 2.761 0.258 -1.223
```

For the energy above the lowest of the compared OMol25 structures with the same formula, charge and spin, the calculation gives 61.9 kcal/mol. Its net charge is 0. Its orbital gap is 8.38 eV. The electronic energy is -307.1307 hartree.

# 4
This record from OMol25 describes an isolated ion of composition C6H18NSi and charge +1 at a distorted geometry. The level of theory is the ωB97M-V functional and the def2-TZVPD basis.

```
26
Properties=species:S:1:pos:R:3
Si -0.989 -0.027 0.191
N 1.477 -1.305 -0.214
C -1.694 1.715 0.071
C 1.254 0.804 -1.526
C 1.786 0.866 1.026
C -1.264 -1.053 1.836
C 1.024 0.199 -0.114
C -1.634 -1.038 -1.389
H 2.960 0.774 1.122
H -1.134 2.273 -0.626
H 1.071 0.146 -2.336
H 1.406 0.259 1.857
H -2.621 1.730 -0.414
H -2.260 -1.174 2.299
H 2.198 1.294 -1.717
H -0.942 -2.063 1.489
H 0.753 -1.887 0.071
H 2.381 -1.457 0.258
H 1.649 1.997 1.013
H -1.044 -0.990 -2.314
H 1.571 -1.427 -1.179
H 0.412 1.558 -1.656
H -1.678 2.153 1.050
H -1.745 -2.083 -1.271
H -0.628 -0.590 2.644
H -2.564 -0.609 -1.557
```

For the energy above the lowest of the compared OMol25 structures with the same formula, charge and spin, the calculation gives 0.0 kcal/mol. Its net charge is +1. Its orbital gap is 11.14 eV. The electronic energy is -583.3893 hartree.

# 5
This record from OMol25 describes one molecule with the formula C4H12N2O2 at a distorted geometry. The level of theory is the ωB97M-V functional and the def2-TZVPD basis.

```
20
Properties=species:S:1:pos:R:3
O 2.057 1.458 -0.513
O 0.064 1.548 1.826
N -1.221 0.192 0.406
N -1.431 -1.356 -0.356
C -0.618 -1.412 -1.530
C 0.192 0.582 0.729
C 0.958 -0.585 1.328
C 0.689 1.068 -0.579
H 1.975 -0.239 1.504
H 0.006 -2.306 -1.509
H 0.054 1.889 -0.961
H -1.748 0.052 1.263
H -2.407 -1.215 -0.602
H 2.495 1.107 -1.292
H -1.635 0.953 -0.134
H 0.981 -1.441 0.658
H 0.145 2.422 1.422
H 0.519 -0.885 2.281
H -1.173 -1.338 -2.467
H 0.100 -0.496 -1.474
```

For the energy above the lowest of the compared OMol25 structures with the same formula, charge and spin, the calculation gives 146.9 kcal/mol. Its net charge is 0. Its orbital gap is 6.99 eV. The electronic energy is -419.4144 hartree.

# 6
This record from OMol25 describes a 2-piece molecular cluster, C5H8N2O3 overall at a distorted geometry. The level of theory is the ωB97M-V functional and the def2-TZVPD basis.

```
18
Properties=species:S:1:pos:R:3
O -3.686 -2.363 1.172
O 0.896 1.990 -2.868
O -0.915 1.002 -1.206
N 0.541 -0.379 -0.141
N -1.172 1.446 2.270
C 0.156 -0.544 1.231
C -0.476 0.566 1.933
C 1.351 1.059 -1.933
C 1.604 -0.463 0.816
C 0.226 0.622 -1.018
H 2.171 0.450 1.018
H -0.215 -1.527 1.531
H -3.521 -1.330 1.198
H -0.040 2.152 -2.681
H 2.156 1.479 -1.302
H 2.164 -1.399 0.852
H -3.012 -2.931 1.557
H 1.773 0.171 -2.430
```

For the energy above the lowest of the compared OMol25 structures with the same formula, charge and spin, the calculation gives 59.6 kcal/mol. Its net charge is 0. Its orbital gap is 10.91 eV. The electronic energy is -530.4823 hartree.

# 7
This record from OMol25 describes C3H12B4O7PS as an isolated structure at a distorted geometry. The level of theory is the ωB97M-V functional and the def2-TZVPD basis.

```
28
Properties=species:S:1:pos:R:3
S -0.210 0.939 1.683
P -0.549 -3.301 -0.192
O 2.827 0.396 -0.384
O -0.433 -0.416 -0.776
O -5.393 -1.966 0.109
O -1.600 -3.843 0.797
O -2.484 0.730 -0.100
O -2.540 -1.460 -1.220
O -4.514 -0.663 1.968
C 2.729 1.743 -0.381
C 3.746 2.321 0.630
C 3.076 2.279 -1.790
B -4.415 -1.088 0.622
B -1.193 -1.595 -0.789
B -3.103 -0.543 -0.269
B -1.124 0.410 0.167
H -5.054 -2.857 0.200
H 2.362 1.913 -2.533
H 0.651 -3.095 0.550
H 3.520 1.985 1.646
H -0.340 -4.221 -1.268
H -3.614 -0.423 2.206
H 4.079 1.974 -2.101
H 4.769 2.019 0.390
H 1.743 2.207 -0.116
H 3.720 3.425 0.635
H 0.304 -0.252 2.134
H 3.042 3.382 -1.817
```

Its net charge is -1. Its orbital gap is 4.50 eV. The electronic energy is -1487.4403 hartree.

# 8
This record from OMol25 describes one molecule with the formula C3H6O2S at a distorted geometry. The level of theory is the ωB97M-V functional and the def2-TZVPD basis.

```
12
Properties=species:S:1:pos:R:3
S 1.367 0.103 -2.253
O -1.864 -0.708 1.771
O -0.198 0.798 1.888
C -0.961 -0.178 1.231
C 1.058 0.012 -0.420
C -0.399 -0.533 -0.134
H -0.308 -1.592 -0.355
H 1.160 1.071 -0.236
H 0.077 -0.104 -2.642
H -0.574 1.661 1.721
H -0.991 0.091 -0.818
H 1.635 -0.619 0.248
```

For the energy above the lowest of the compared OMol25 structures with the same formula, charge and spin, the calculation gives 29.6 kcal/mol. Its net charge is 0. Its orbital gap is 9.85 eV. The electronic energy is -666.5469 hartree.

Q: Which of these has the highest orbital gap?
A: C6H18NSi

Q: What is the electronic energy in the sixth record?
A: -530.4823 hartree

Q: Which of these has the highest orbital gap?
A: C6H18NSi

Q: Number 6 is which compound?
A: C5H8N2O3